The following is a quantum chemistry calculation of C50H30CdI4N4 as an isolated structure, from OMol25.

```
89
Properties=species:S:1:pos:R:3:forces:R:3
Cd 0.0877 0.0010 -0.1276 -0.2 -0.2 0.2
I -1.5771 -5.8133 -7.9172 0.0 0.2 0.3
C -1.2627 -4.6063 -6.2189 0.0 -0.2 -0.3
C -0.0484 -3.9605 -6.0540 0.0 0.0 0.0
C 0.1486 -3.1610 -4.9393 -0.1 0.0 0.0
C -0.8581 -2.9905 -3.9901 0.0 -0.1 0.0
C -2.0675 -3.6536 -4.1767 0.0 0.0 0.0
C -2.2723 -4.4655 -5.2823 -0.1 0.0 0.0
C -0.6151 -2.1135 -2.8124 0.1 0.1 0.3
C -1.3798 -0.9339 -2.7160 0.1 -0.1 -0.1
C -2.4049 -0.5209 -3.6481 -0.1 0.1 0.0
C -2.8655 0.6835 -3.2271 0.0 -0.1 0.0
C -2.1166 1.0302 -2.0382 0.0 0.1 0.1
C -2.2305 2.2448 -1.3268 0.2 -0.2 0.0
C -3.3193 3.1599 -1.7667 -0.1 0.0 0.0
C -4.6532 2.7714 -1.6608 0.0 0.0 0.0
C -5.6759 3.5987 -2.0976 0.0 0.0 0.0
C -5.3618 4.8298 -2.6487 -0.3 0.2 -0.2
I -6.9098 6.0900 -3.3257 0.2 -0.2 0.1
C -4.0440 5.2380 -2.7698 0.0 0.1 0.0
C -3.0308 4.4061 -2.3178 0.0 -0.1 0.0
C -1.4156 2.6841 -0.2636 -0.2 -0.1 -0.1
N -0.3505 2.0211 0.2597 -0.2 1.0 0.1
C 0.1474 2.7504 1.2933 0.1 -0.1 0.1
C 1.2398 2.3854 2.1133 -0.1 -0.2 -0.1
C 1.6269 3.3476 3.1792 0.0 0.1 0.0
C 1.9822 4.6591 2.8643 0.1 -0.1 0.0
C 2.3368 5.5619 3.8545 0.0 0.0 0.0
C 2.3397 5.1502 5.1767 0.1 0.3 0.3
I 2.8666 6.5175 6.6902 -0.1 -0.2 -0.2
C 1.9880 3.8558 5.5197 0.0 0.0 0.0
C 1.6265 2.9660 4.5202 0.0 0.0 0.0
C 1.9669 1.1757 2.0523 -0.1 0.1 0.0
C 3.1130 0.8330 2.8677 0.0 -0.1 0.0
C 3.4908 -0.4223 2.5182 0.0 0.1 0.0
C 2.5931 -0.8579 1.4732 0.0 -0.1 -0.1
N 1.7032 0.1367 1.2189 0.8 0.1 0.6
C 2.6644 -2.0963 0.8060 -0.2 0.1 -0.1
C 1.8758 -2.5253 -0.2832 0.1 0.1 0.1
C 1.9994 -3.7957 -0.9645 -0.1 0.0 -0.1
C 1.1068 -3.7862 -1.9868 0.1 0.0 0.1
C 0.4129 -2.5187 -1.9328 -0.1 0.0 -0.1
N 0.8953 -1.8013 -0.8858 0.5 -0.8 -0.4
C 3.6879 -3.0619 1.2969 0.0 -0.1 0.0
C 3.5384 -3.6741 2.5383 0.0 0.0 -0.1
C 4.4501 -4.6216 2.9788 0.0 0.0 0.1
C 5.5333 -4.9419 2.1778 0.2 -0.3 0.1
I 6.9147 -6.3922 2.8351 -0.2 0.2 -0.1
C 5.7136 -4.3325 0.9473 0.1 0.0 0.0
C 4.7891 -3.3949 0.5130 0.0 0.0 0.0
C -0.6580 3.9438 1.4445 -0.1 0.0 -0.1
C -1.6158 3.9040 0.4844 0.1 0.0 0.1
N -1.2418 0.0280 -1.7656 -0.7 0.0 -0.8
H 0.7401 -4.0751 -6.7849 0.0 0.0 0.0
H 1.0953 -2.6527 -4.8071 0.0 0.0 0.0
H -2.8557 -3.5454 -3.4421 0.0 0.0 0.0
H -3.2124 -4.9849 -5.4077 0.0 0.0 0.0
H -2.7156 -1.0698 -4.5212 0.0 0.0 0.0
H -3.6173 1.2990 -3.6913 0.0 0.0 0.0
H -4.8935 1.8074 -1.2293 0.0 0.0 0.0
H -6.7065 3.2833 -2.0110 0.0 0.0 0.0
H -3.8057 6.1938 -3.2158 0.0 0.0 0.0
H -1.9990 4.7208 -2.4124 0.0 0.0 0.0
H 1.9904 4.9714 1.8281 0.0 0.0 0.0
H 2.6090 6.5757 3.5954 0.0 0.0 0.0
H 1.9899 3.5417 6.5543 0.0 0.0 0.0
H 1.3273 1.9611 4.7898 0.0 0.0 0.0
H 3.5803 1.4748 3.5951 0.0 0.0 0.0
H 4.3158 -0.9932 2.9111 0.0 0.0 0.0
H 2.6752 -4.5885 -0.6918 0.0 0.0 0.0
H 0.9158 -4.5682 -2.7025 0.0 0.0 0.0
H 2.6855 -3.4210 3.1559 0.0 0.0 0.0
H 4.3076 -5.1112 3.9323 0.0 0.0 0.0
H 6.5613 -4.5915 0.3282 0.0 0.0 0.0
H 4.9189 -2.9162 -0.4494 0.0 0.0 0.0
H -0.5311 4.7000 2.1998 0.0 0.0 0.0
H -2.3933 4.6275 0.3042 0.0 0.0 0.0
C -0.9480 -0.4008 3.1843 0.0 -0.1 0.1
C -0.8232 -1.5895 2.4760 -0.1 -0.1 0.1
C -1.6719 -1.8528 1.4069 -0.2 -0.1 0.2
C -2.6663 -0.9375 1.0690 -0.1 -0.1 0.1
C -2.7957 0.2444 1.7857 0.0 -0.1 0.1
C -1.9307 0.5147 2.8386 0.0 0.0 0.0
H -0.2899 -0.2083 4.0223 0.0 0.0 0.0
H -0.1051 -2.3370 2.7892 0.1 0.1 -0.1
H -1.6114 -2.8012 0.8873 0.1 0.1 -0.1
H -3.3718 -1.1782 0.2834 0.1 0.1 -0.1
H -3.5887 0.9425 1.5494 0.0 0.0 -0.1
H -2.0433 1.4335 3.4003 0.0 0.0 0.0
```
Positions in Å, forces in eV/Å.

HOMO (hartree): -0.25796
E_tot (eV): -95265.5943
LUMO level (eV): -1.3
Max |F| (Eh/bohr): 0.0206
Charge: 0
Kohn-Sham gap (eV): 5.675



The following is a quantum chemistry calculation of C50H36F4KN11SSi2 as an isolated structure, from OMol25.

```
105
Properties=species:S:1:pos:R:3:forces:R:3
K 0.1587 1.2723 -0.1901 0.4 0.1 -0.5
C 2.5826 0.7713 3.6620 0.0 -0.1 0.1
C 1.6911 1.5264 2.9093 0.0 0.0 -0.1
N 0.5401 1.0166 2.4877 0.1 -0.1 0.1
C 0.2789 -0.2466 2.8162 0.0 -0.1 0.1
C 1.1780 -0.9937 3.5683 0.0 0.0 0.0
N 2.3280 -0.4879 4.0004 0.0 0.1 0.0
C -1.0136 -0.8164 2.3485 0.0 -0.1 0.2
C -1.7632 -1.6573 3.1653 0.0 0.0 0.0
C -2.9895 -2.1151 2.7077 -0.1 -0.1 0.0
C -3.4021 -1.7414 1.4355 -0.1 -0.1 0.1
C -2.5888 -0.9102 0.6836 0.1 0.0 0.0
N -1.4232 -0.4559 1.1395 -0.2 0.0 -0.1
C -2.9668 -0.5106 -0.7008 0.0 0.0 0.0
C -4.2997 -0.5051 -1.1212 0.0 0.0 -0.1
N -4.6454 -0.2015 -2.3673 0.0 0.0 0.0
C -3.6570 0.1219 -3.1955 0.0 0.0 0.0
C -2.3386 0.1522 -2.7764 0.0 0.0 0.0
N -1.9880 -0.1658 -1.5355 0.0 0.0 0.0
C -3.8664 -2.9544 3.5609 0.0 0.1 -0.1
C -5.2349 -2.7044 3.6210 0.1 0.0 -0.1
C -6.0170 -3.5100 4.4323 0.0 0.0 0.0
N -5.5436 -4.5219 5.1595 0.0 0.0 0.0
C -4.2331 -4.7467 5.0959 0.0 0.0 0.0
C -3.3592 -3.9980 4.3243 0.0 0.0 0.0
H 3.5229 1.1929 3.9938 0.0 0.0 0.0
H 1.9023 2.5551 2.6379 0.0 0.0 0.0
H 0.9782 -2.0348 3.8008 0.0 0.0 0.0
H -1.4327 -1.8902 4.1690 0.0 0.0 0.0
H -4.3486 -2.0956 1.0556 0.0 0.0 0.0
H -5.1006 -0.7022 -0.4210 0.0 0.0 0.0
H -3.9220 0.3715 -4.2165 0.0 0.0 0.0
H -1.5449 0.4326 -3.4604 0.0 0.0 0.0
H -5.6540 -1.8779 3.0584 -0.1 0.0 0.0
H -7.0837 -3.3296 4.5085 0.0 0.0 0.0
H -3.8630 -5.5733 5.6940 0.0 0.0 0.0
H -2.3017 -4.2309 4.3009 0.0 0.0 0.0
C -0.2822 -3.1496 -0.3774 0.0 0.0 0.0
C 1.0084 -2.9774 0.3733 0.0 0.1 0.0
C 1.4442 -4.0234 1.2252 0.0 0.0 0.1
C 2.6402 -3.8990 1.8586 0.0 0.0 0.0
C 3.4372 -2.7510 1.6501 0.0 0.0 -0.1
C 4.7042 -2.6231 2.2554 0.0 0.0 0.0
C 5.4403 -1.4987 1.9985 0.0 0.0 0.0
C 4.9397 -0.4871 1.1699 0.0 0.0 0.0
C 3.6825 -0.5322 0.5657 0.2 0.1 0.1
S 3.1607 0.8387 -0.3584 -0.1 -0.1 -0.1
C 2.9157 -1.7342 0.8020 0.0 0.0 0.1
N 1.6981 -1.8778 0.2009 0.0 0.0 0.0
H -0.2334 -4.0532 -0.9919 0.0 0.0 0.0
H -0.4633 -2.2899 -1.0200 0.0 0.0 0.0
H -1.1239 -3.2686 0.3087 0.0 0.0 0.0
H 0.8178 -4.8977 1.3611 0.0 0.0 0.0
H 3.0070 -4.6744 2.5239 0.0 0.0 0.0
H 5.0639 -3.4096 2.9091 0.0 0.0 0.0
H 6.4223 -1.3769 2.4435 0.0 0.0 0.0
H 5.5374 0.3983 0.9915 0.0 0.0 0.0
C 4.4039 -0.5142 -3.5265 0.0 0.0 0.0
Si 2.6224 -0.0355 -3.8660 0.1 0.0 0.0
C 1.4364 -1.2828 -3.1350 0.0 0.0 0.1
C 2.3301 0.2213 -5.7387 0.0 0.0 0.0
C 2.3707 -0.5717 -6.8872 0.0 0.0 0.0
C 2.0702 -0.0214 -8.1257 0.0 0.0 0.0
C 1.7277 1.3256 -8.2320 0.0 0.0 0.0
C 1.6866 2.1276 -7.0998 0.0 0.0 0.0
C 1.9862 1.5878 -5.8473 0.0 0.0 0.0
Si 2.0780 2.2321 -4.0510 0.0 -0.1 -0.1
C 3.4612 3.4649 -3.7923 0.0 0.0 0.1
C 0.4354 2.9457 -3.4781 0.0 -0.1 0.0
H 4.6484 -1.4944 -3.9467 0.0 0.0 0.0
H 4.5719 -0.5292 -2.4477 0.0 0.0 0.0
H 5.0748 0.2260 -3.9703 0.0 0.0 0.0
H 1.7182 -2.3105 -3.3838 0.0 0.0 0.0
H 0.4122 -1.1218 -3.4808 0.0 0.0 0.0
H 1.4744 -1.1815 -2.0455 -0.1 -0.1 0.0
H 2.6345 -1.6233 -6.8213 0.0 0.0 0.0
H 2.0990 -0.6395 -9.0166 0.0 0.0 0.0
H 1.4913 1.7444 -9.2041 0.0 0.0 0.0
H 1.4156 3.1751 -7.1982 0.0 0.0 0.0
H 3.2223 4.4483 -4.2081 0.0 0.0 0.0
H 4.3866 3.1086 -4.2501 0.0 0.0 0.0
H 3.6041 3.5816 -2.7147 0.0 0.0 0.0
H -0.0527 3.4811 -4.2983 0.0 0.0 0.0
H 0.6027 3.6357 -2.6504 0.0 0.0 0.0
H -0.2618 2.1728 -3.1432 0.0 0.0 0.0
F -0.0576 4.0771 4.2042 0.0 0.0 0.1
C -0.9083 3.7065 3.2313 0.0 0.0 0.0
C -2.0454 3.0237 3.6044 0.0 0.0 -0.1
F -2.2224 2.7926 4.9153 0.0 0.0 0.1
C -2.9871 2.5395 2.6906 -0.1 -0.1 0.0
C -2.6284 2.7662 1.3623 0.1 0.0 0.1
C -1.4816 3.4512 0.9934 -0.1 0.0 -0.1
F -1.2546 3.6040 -0.3463 -0.2 0.0 0.2
C -0.5656 3.9685 1.9053 0.1 0.2 0.0
C 0.6535 4.6911 1.5296 -0.1 -0.2 0.0
C 1.2837 4.4046 0.3089 0.0 0.1 -0.1
N 1.7783 4.1409 -0.7086 0.0 0.0 0.1
C 1.1972 5.7131 2.3329 0.0 0.0 0.0
N 1.6531 6.5635 2.9763 0.0 0.0 0.0
F -3.4448 2.3393 0.3738 0.0 0.0 -0.1
C -4.2338 1.8994 3.1244 0.1 0.0 0.0
C -4.9687 0.9967 2.3488 0.0 0.0 0.0
N -5.6164 0.2201 1.7710 0.0 0.1 0.0
C -4.8360 2.2534 4.3547 0.0 0.0 0.0
N -5.3621 2.5475 5.3449 0.0 -0.1 -0.1
```
Positions in Å, forces in eV/Å.

HOMO (hartree): -0.07327
E_tot (eV): -122615.8469
ΔE to the lowest compared entry with this formula, charge and spin (kcal per mole): 0.00
LUMO level (eV): 3.3
Max |F| (Eh/bohr): 0.0116
Charge: -2
Kohn-Sham gap (eV): 5.296